[1]
18
Properties=species:S:1:pos:R:3:mulliken_charge:R:1 method="wB97M-V/def2-TZVPD" lumo_ev=0.0 e_above_lowest_kj_mol=409.9 e_homo_ev=-8.5 orbital_gap_ev=8.53
C 2.4462 0.3557 -0.3914 -0.05
C 0.1324 -0.4701 -0.2570 -0.45
C -0.8647 -0.4576 0.9767 -0.70
C -1.8452 -1.1792 0.0908 -0.66
C -1.2074 -0.3963 -1.1460 -0.48
H 1.1170 2.5814 -0.3622 0.28
H 0.5919 2.1571 1.3329 0.31
H 3.0842 1.2988 -0.4804 0.21
H 0.5957 -1.4264 -0.1878 0.35
H -1.1346 0.5308 1.2175 0.40
H -0.3202 -0.9474 1.8595 0.26
H -2.9126 -1.1230 0.3374 0.36
H -1.6094 -2.2448 0.1800 0.25
H -1.3229 -0.9439 -2.0604 0.33
H -1.4814 0.7596 -1.1026 0.23
N 0.4200 1.9357 0.1844 -0.64
N 1.0737 0.6522 -0.2457 0.28
S 3.2374 -1.0826 0.0542 -0.29

[2]
78
Properties=species:S:1:pos:R:3:mulliken_charge:R:1 method="wB97M-V/def2-TZVPD" lumo_ev=2.7 e_homo_ev=-5.0 total_charge=-1 orbital_gap_ev=7.69
C 1.9113 -2.2084 0.9385 -0.84
C 2.7312 -1.7776 2.1673 -0.75
C 1.8613 -1.2475 3.3391 -0.71
C 1.8225 0.3120 3.4141 0.68
C 2.2711 0.7070 4.8450 -1.87
Al 0.0531 1.1571 2.8514 -1.16
C 0.2803 2.6135 1.4430 -0.96
C 1.0255 1.9977 0.2113 0.90
C 0.4837 2.4839 -1.1653 -0.88
C 1.6493 2.9546 -2.0687 -0.90
C 1.9905 1.9866 -3.2335 -0.92
C 1.8923 0.4805 -2.8688 0.02
C 0.9233 -0.2447 -3.8449 -0.17
C 1.7082 -0.7768 -5.0637 -0.85
C 0.9908 -1.9237 -5.8135 -0.84
C 0.6589 -3.1323 -4.8870 -0.51
C -0.8474 -3.1860 -4.6143 -0.60
O -1.2471 -4.0865 -3.6001 -0.43
C -0.8228 -3.7148 -2.2998 -0.40
C -1.1348 -0.2736 1.9899 -0.40
C -2.3330 -0.7759 2.8607 -0.80
C -3.6691 -0.6620 2.0904 -0.85
C -3.9967 0.7768 1.7570 0.17
O -5.0444 0.8710 0.7453 -0.42
C -4.9087 2.0740 0.1368 0.14
O -4.5077 2.1918 -0.9415 -0.43
C -0.7902 1.9563 4.5881 0.72
F -0.9380 1.0258 5.6060 -0.36
F 0.0214 2.9951 4.9967 -0.35
C -2.1810 2.5521 4.4117 0.30
F -2.3267 3.1655 3.2204 -0.19
F -2.4719 3.4982 5.3587 -0.37
H 1.2785 -1.3952 0.5779 -0.08
H 2.5638 -2.4786 0.0966 0.44
H 1.3323 -3.1091 1.1609 0.37
H 3.4507 -1.0230 1.8374 0.35
H 3.3056 -2.6506 2.5001 0.35
H 0.8705 -1.7151 3.3134 0.16
H 2.3485 -1.6237 4.2509 0.56
H 2.6141 0.6743 2.7398 0.27
H 3.2391 0.2524 5.1137 0.52
H 1.5606 0.3245 5.5858 0.34
H 2.3515 1.7905 4.9742 0.35
H -0.6885 3.0144 1.1275 0.43
H 0.9145 3.3944 1.8820 0.40
H 2.0772 2.2637 0.3479 0.42
H 0.9910 0.8993 0.2945 -1.07
H -0.1093 1.6879 -1.6226 0.32
H -0.1667 3.3332 -0.9529 0.61
H 1.3313 3.8989 -2.5319 0.32
H 2.5706 3.1836 -1.5315 0.41
H 1.4181 2.2624 -4.1226 0.45
H 3.0376 2.1781 -3.5032 0.30
H 2.8782 0.0394 -3.0412 0.62
H 1.6557 0.2973 -1.8195 -0.41
H 0.3222 -1.0163 -3.3641 -0.12
H 0.2141 0.4800 -4.2577 0.35
H 1.8510 0.0386 -5.7820 0.31
H 2.6976 -1.1488 -4.7797 0.45
H 0.1085 -1.5520 -6.3458 0.43
H 1.6991 -2.2966 -6.5622 0.32
H 1.0499 -4.0671 -5.2911 0.47
H 1.2164 -2.9402 -3.9644 0.25
H -1.2368 -2.1715 -4.4416 0.34
H -1.3215 -3.5350 -5.5385 0.37
H -0.3762 -4.5956 -1.8275 0.28
H -1.6611 -3.4222 -1.6544 0.26
H -0.1070 -2.8913 -2.2771 0.04
H -1.5048 0.1322 1.0367 0.45
H -0.5650 -1.1650 1.7134 0.41
H -2.1831 -1.8432 3.0563 0.39
H -2.4204 -0.2812 3.8335 0.24
H -3.6337 -1.2642 1.1778 0.25
H -4.4581 -1.1080 2.7109 0.35
H -3.1272 1.3319 1.3957 0.05
H -4.3084 1.2640 2.6928 0.14
H -5.1904 2.9851 0.6991 0.39
H -2.9448 1.7779 4.5221 0.14

[3]
15
Properties=species:S:1:pos:R:3:mulliken_charge:R:1 method="wB97M-V/def2-TZVPD" lumo_ev=-5.0 e_above_lowest_kj_mol=344.7 e_homo_ev=-13.7 total_charge=+1 orbital_gap_ev=8.64
C 0.7624 -0.1218 0.0441 0.71
C -1.5600 -0.2395 0.0541 -0.53
C -1.1404 1.2387 -0.0780 -0.29
N -0.1068 -2.2972 -0.1181 -0.17
N -0.3605 -1.0484 0.1478 0.62
N 0.3055 1.0779 -0.2931 -0.09
O -0.9924 -3.0766 -0.2657 -0.43
O 1.9627 -0.4994 0.0456 -0.37
S 3.3505 0.5687 -0.1561 -0.02
H -2.2043 -0.4512 1.0270 0.31
H -2.3283 -0.5754 -0.7734 0.30
H -1.5796 1.9365 -0.8874 0.32
H -1.3394 1.6748 0.9469 0.25
H 0.9437 1.7889 -0.3302 0.14
H 4.2868 0.0240 0.6366 0.25

[4]
55
Properties=species:S:1:pos:R:3:mulliken_charge:R:1 method="wB97M-V/def2-TZVPD" lumo_ev=-9.5 e_above_lowest_kj_mol=0.0 e_homo_ev=-17.5 total_charge=+3 orbital_gap_ev=7.93
Pt -0.5247 0.2579 0.1373 1.60
C 1.0200 -3.4402 1.5539 -1.95
C 0.2756 -2.3244 0.9138 1.42
N 0.7041 -1.1000 0.9150 0.45
N 1.8328 -0.7257 1.5746 -1.46
C 2.1332 0.5475 1.4670 0.83
N 3.2289 1.0045 2.0575 -0.38
S 1.1740 1.7587 0.5800 -0.46
C -1.0177 -2.5546 0.2243 0.52
C -1.5710 -3.8097 0.0735 -0.91
C -2.7430 -3.9517 -0.6670 -0.56
C -3.3156 -2.8382 -1.2547 -0.96
C -2.7238 -1.5994 -1.0556 0.09
N -1.6228 -1.4656 -0.3221 -0.31
H 1.9471 -3.0882 1.9921 0.40
H 1.2440 -4.2129 0.8153 0.43
H 0.4042 -3.8998 2.3305 0.42
H 3.8781 0.3542 2.4773 0.26
H 3.5002 1.9728 1.9973 0.22
H -1.0922 -4.6736 0.5121 0.54
H -3.1901 -4.9293 -0.7902 0.48
H -4.2117 -2.9124 -1.8544 0.50
H -3.1458 -0.6980 -1.4795 0.42
N -3.5897 1.5626 0.7503 -0.16
C -3.0815 1.9986 -0.4003 0.59
N -3.8090 2.7986 -1.1485 -0.68
C -3.3220 3.1401 -2.3458 0.29
N -3.9653 4.0215 -3.0746 -0.28
N -2.1921 2.5785 -2.8891 -0.63
C -1.5239 1.8229 -2.0904 0.27
N -1.8356 1.5600 -0.7878 0.15
C -0.3514 1.0809 -2.6022 0.92
C 0.1428 1.2303 -3.8801 -0.51
C 1.2468 0.4787 -4.2634 -0.58
C 1.8240 -0.3945 -3.3533 -0.95
C 1.2891 -0.4950 -2.0825 0.03
N 0.2127 0.2188 -1.7323 -0.08
H -4.5048 1.9021 1.0055 0.26
H -3.0485 1.0055 1.3927 0.11
H -4.8080 4.4508 -2.7228 0.28
H -3.6213 4.2762 -3.9875 0.27
H -0.3410 1.9314 -4.5458 0.61
H 1.6559 0.5811 -5.2599 0.49
H 2.6891 -0.9890 -3.6114 0.49
H 1.7159 -1.1459 -1.3331 0.52
C -1.3184 0.1369 4.6225 -1.12
S -0.5579 0.9850 3.2585 0.60
C -1.2941 2.5967 3.4160 -1.05
O -1.3056 0.3012 2.0393 -0.85
H -0.9267 0.5886 5.5355 0.49
H -1.0100 -0.9053 4.5742 0.36
H -2.4013 0.2355 4.5733 0.39
H -0.9120 3.0300 4.3425 0.52
H -2.3789 2.5204 3.4526 0.39
H -0.9582 3.2009 2.5748 0.30

[5]
10
Properties=species:S:1:pos:R:3:mulliken_charge:R:1 method="wB97M-V/def2-TZVPD" lumo_ev=0.9 e_above_lowest_kj_mol=26.2 e_homo_ev=-10.3 orbital_gap_ev=11.20
C 0.8227 1.0342 0.9649 -0.57
C -0.3545 -0.2641 -0.5676 0.71
N -0.9611 -1.4224 -0.9129 -0.38
O 0.0087 0.5851 -1.3804 -0.61
O -0.0053 -0.2369 0.7178 -0.38
H -1.2379 -2.0686 -0.1920 0.21
H -1.2768 -1.5413 -1.8622 0.23
H 0.1678 1.9007 0.8630 0.27
H 1.7277 1.0939 0.3587 0.27
H 1.1086 0.9193 2.0106 0.24

[6]
21
Properties=species:S:1:pos:R:3:mulliken_spin:R:1 method="wB97M-V/def2-TZVPD" s_squared=2.020 lumo_ev="0.8 / -1.8" multiplicity=3 e_above_lowest_kj_mol=91.0 e_homo_ev="-5.4 / -8.3" orbital_gap_ev="6.25 / 6.52"
C -0.2793 -1.1145 -1.0226 0.63
C -1.2361 -2.2425 -1.2603 0.02
C 2.5632 -0.3743 0.9019 -0.03
C -1.3438 2.1345 -0.4200 -0.01
C 1.6050 0.7632 0.9382 0.86
N -1.5220 1.0720 0.5372 0.21
O -0.8203 -1.1331 1.5252 0.02
S -0.4544 -0.2965 0.4120 0.22
H -0.0594 -0.4455 -1.8363 0.00
H -1.4477 -2.7235 -0.3098 0.00
H -2.1834 -1.9214 -1.7039 0.05
H -0.7844 -2.9770 -1.9252 0.01
H 3.5852 -0.0276 1.0760 0.06
H 2.3157 -1.1027 1.6679 0.00
H 2.5314 -0.8655 -0.0692 0.00
H -1.0835 1.6801 -1.3746 -0.01
H -2.2778 2.6839 -0.5364 0.01
H -0.5538 2.8449 -0.1447 0.00
H 1.6915 1.4878 0.1438 -0.03
H 1.3711 1.1728 1.9071 -0.01
H -1.6172 1.3853 1.4938 -0.01

What largest force on an atom values result from the calculations? In sequence: 4.2, 3.9, 5.3, 0.7, 2.6, 3.1 eV/Å.